[1]
{"formula": "C43H78N2O11S", "method": "ωB97M-V/def2-TZVPD", "homo_energy_ev": -8.757, "orbital_gap_ev": 9.4, "fmax_ev_per_a": 3.25, "total_charge": 0, "lumo_ev": 0.632, "elements": ["C", "C", "C", "C", "C", "C", "C", "N", "C", "C", "C", "O", "C", "C", "C", "C", "C", "C", "C", "C", "C", "C", "C", "C", "N", "O", "S", "O", "O", "H", "H", "H", "H", "H", "H", "H", "H", "H", "H", "H", "H", "H", "H", "H", "H", "H", "H", "H", "H", "H", "H", "H", "H", "H", "H", "H", "H", "H", "H", "H", "H", "H", "H", "H", "H", "C", "C", "C", "O", "H", "H", "H", "H", "H", "H", "C", "C", "C", "O", "H", "H", "H", "H", "H", "H", "C", "C", "C", "O", "H", "H", "H", "H", "H", "H", "C", "C", "C", "O", "H", "H", "H", "H", "H", "H", "C", "C", "C", "O", "H", "H", "H", "H", "H", "H", "C", "C", "C", "O", "H", "H", "H", "H", "H", "H", "C", "C", "C", "O", "H", "H", "H", "H", "H", "H"], "xyz": [[1.969, -6.431, 2.398], [2.872, -5.295, 1.857], [2.245, -3.899, 2.009], [0.835, -3.777, 1.347], [0.728, -4.416, -0.059], [0.325, -2.325, 1.488], [1.267, -1.197, 0.900], [1.982, -1.582, -0.302], [0.531, 0.218, 0.761], [0.258, 0.397, -0.764], [-0.738, 1.498, -1.154], [-1.926, 1.505, -0.881], [-0.182, 2.640, -2.016], [0.410, 2.250, -3.211], [0.958, 3.172, -4.082], [0.897, 4.514, -3.715], [0.278, 4.897, -2.551], [-0.277, 3.977, -1.677], [1.578, 1.265, 1.307], [1.012, 2.694, 1.437], [2.892, 1.294, 0.497], [3.917, 2.328, 1.099], [-0.769, 0.300, 1.593], [-0.543, 0.278, 3.163], [-1.574, -0.474, 3.883], [-1.814, -0.596, 1.172], [-1.369, -2.111, 0.959], [-1.620, -2.466, -0.412], [-2.170, -2.958, 1.806], [2.551, -7.359, 2.376], [1.083, -6.505, 1.760], [1.725, -6.180, 3.439], [3.174, -5.508, 0.822], [3.819, -5.271, 2.422], [2.925, -3.087, 1.726], [2.053, -3.767, 3.091], [0.188, -4.378, 2.004], [1.670, -4.807, -0.445], [0.067, -5.292, -0.002], [0.313, -3.775, -0.843], [0.321, -2.135, 2.573], [2.040, -1.061, 1.670], [2.820, -2.108, -0.114], [1.398, -2.013, -1.003], [-0.173, -0.547, -1.130], [1.160, 0.549, -1.357], [0.448, 1.188, -3.488], [1.415, 2.847, -5.013], [1.359, 5.233, -4.387], [0.275, 5.968, -2.349], [-0.744, 4.282, -0.745], [1.876, 0.948, 2.322], [0.129, 2.724, 2.092], [0.672, 3.026, 0.447], [1.719, 3.417, 1.853], [3.421, 0.336, 0.524], [2.729, 1.624, -0.538], [3.713, 3.303, 0.635], [4.948, 2.007, 0.953], [3.652, 2.439, 2.157], [-1.181, 1.299, 1.412], [-0.552, 1.289, 3.582], [0.418, -0.202, 3.387], [-2.503, -0.203, 3.588], [-1.436, -1.472, 3.800], [-0.272, 9.164, -4.857], [1.077, 8.819, -4.277], [1.843, 9.932, -3.604], [1.525, 7.698, -4.347], [-0.709, 8.275, -5.307], [-0.937, 9.523, -4.069], [-0.162, 9.930, -5.626], [1.270, 10.324, -2.763], [2.044, 10.731, -4.320], [2.791, 9.545, -3.234], [-1.023, -2.180, -3.568], [0.167, -1.708, -4.361], [0.580, -2.550, -5.543], [0.772, -0.697, -4.070], [-1.218, -1.491, -2.752], [-1.905, -2.218, -4.210], [-0.829, -3.169, -3.150], [-0.235, -2.603, -6.265], [0.846, -3.554, -5.209], [1.447, -2.098, -6.023], [-4.551, 5.628, 1.753], [-3.950, 5.112, 0.466], [-3.319, 3.742, 0.503], [-3.976, 5.771, -0.549], [-4.968, 6.620, 1.584], [-5.348, 4.962, 2.086], [-3.780, 5.696, 2.523], [-4.065, 2.996, 0.783], [-2.495, 3.732, 1.221], [-2.932, 3.494, -0.478], [2.150, -8.722, -2.787], [1.512, -7.375, -2.550], [0.439, -6.940, -3.517], [1.845, -6.671, -1.624], [2.900, -8.905, -2.020], [1.393, -9.506, -2.734], [2.634, -8.738, -3.764], [-0.391, -7.648, -3.496], [0.850, -6.880, -4.527], [0.069, -5.958, -3.228], [-3.766, -5.233, 0.608], [-3.335, -6.602, 0.146], [-4.081, -7.787, 0.711], [-2.429, -6.750, -0.645], [-3.150, -4.479, 0.128], [-4.810, -5.061, 0.337], [-3.643, -5.149, 1.689], [-5.138, -7.723, 0.446], [-3.973, -7.813, 1.797], [-3.670, -8.706, 0.296], [7.331, 5.196, 3.919], [6.055, 4.734, 3.256], [5.089, 5.803, 2.804], [5.816, 3.560, 3.095], [7.930, 4.329, 4.192], [7.906, 5.818, 3.230], [7.099, 5.763, 4.822], [5.567, 6.450, 2.067], [4.760, 6.395, 3.659], [4.220, 5.332, 2.347], [-7.256, -0.172, 4.466], [-6.119, 0.260, 3.573], [-5.780, -0.635, 2.408], [-5.504, 1.281, 3.783], [-7.390, 0.561, 5.260], [-8.180, -0.238, 3.889], [-7.030, -1.140, 4.916], [-6.638, -0.720, 1.740], [-5.488, -1.623, 2.771], [-4.946, -0.206, 1.854]], "atomic_forces_ev_per_a": [[0.872, 0.837, -0.290], [0.385, 0.082, 0.073], [-0.817, -0.135, 0.422], [-0.107, -0.307, -0.279], [-0.036, -0.300, -0.124], [0.989, 1.330, 0.152], [-0.238, -0.319, 0.214], [-0.184, 0.551, 0.058], [1.120, -0.517, -0.286], [-0.957, 0.086, -0.166], [-0.311, 1.020, -0.382], [0.925, -0.447, 0.126], [-0.139, -1.165, 0.307], [0.257, -0.861, -0.459], [-0.284, 0.286, 0.412], [0.605, -0.455, -1.245], [0.072, 1.125, 0.294], [-0.060, -0.060, 0.028], [0.054, 0.399, 0.084], [-0.710, -0.327, -0.218], [1.022, 0.862, 0.287], [-1.715, -0.317, -0.094], [0.685, 1.736, 0.778], [-0.640, -1.214, -0.144], [0.600, 0.413, 0.261], [1.331, -0.703, 0.015], [-2.202, -2.380, -0.156], [1.063, 1.024, -0.600], [0.249, 0.643, 1.158], [-0.381, 0.034, 0.017], [0.035, -0.254, 0.356], [-0.273, -0.291, -0.232], [-0.251, 0.107, 0.188], [-0.270, -0.108, -0.059], [0.001, -0.339, -0.162], [0.225, 0.127, -0.242], [0.017, 0.265, -0.195], [-0.073, 0.283, 0.266], [0.089, 0.270, -0.137], [-0.035, -0.004, 0.356], [-0.462, -0.003, -0.291], [-0.239, -0.058, -0.148], [-0.209, -0.215, -0.106], [0.204, -0.141, 0.031], [-0.100, 0.314, 0.071], [-0.001, -0.080, 0.458], [-0.029, 0.573, 0.340], [-0.051, 0.107, 0.168], [-0.230, 0.163, 0.343], [-0.173, -0.255, 0.219], [0.022, 0.037, -0.217], [-0.193, -0.032, -0.245], [0.263, -0.006, -0.124], [0.272, 0.194, 0.259], [0.016, -0.228, -0.230], [-0.526, 0.003, -0.301], [-0.128, -0.540, 0.129], [0.461, -0.131, 0.111], [-0.148, 0.224, 0.124], [0.718, -0.028, -0.072], [-0.242, -0.481, -0.291], [0.264, -0.075, -0.391], [-0.148, 0.325, 0.110], [0.013, -0.245, -0.009], [-0.392, 0.053, -0.169], [0.004, -0.276, -0.074], [0.002, -0.101, -0.025], [0.201, -0.207, 0.052], [0.021, 0.065, 0.017], [0.025, 0.007, 0.026], [0.020, 0.165, -0.066], [-0.066, 0.126, 0.123], [-0.044, 0.149, -0.106], [-0.136, 0.100, 0.082], [-0.028, -0.014, -0.019], [0.147, 0.306, 0.068], [0.039, 0.078, -0.007], [0.255, 0.221, -0.050], [-0.045, -0.431, -0.067], [-0.060, -0.032, 0.031], [0.020, -0.191, -0.012], [-0.134, -0.064, -0.084], [-0.039, -0.175, 0.064], [-0.169, -0.061, -0.059], [-0.021, 0.000, 0.025], [-0.092, 0.265, -0.184], [0.023, 0.004, -0.008], [-0.086, 0.292, -0.257], [0.005, 0.013, 0.048], [0.019, -0.021, -0.017], [0.134, -0.081, 0.145], [-0.077, -0.167, 0.084], [0.111, -0.036, 0.188], [-0.119, -0.112, 0.134], [-0.062, -0.014, 0.001], [0.140, 0.058, 0.245], [-0.020, 0.068, 0.085], [0.015, 0.243, 0.129], [0.143, -0.229, -0.192], [-0.023, 0.025, -0.008], [0.004, -0.009, -0.184], [-0.142, -0.102, -0.063], [0.039, -0.040, -0.131], [-0.076, -0.171, -0.040], [-0.010, -0.044, 0.044], [0.189, -0.095, -0.335], [0.047, 0.099, -0.074], [0.213, -0.188, -0.181], [-0.030, -0.059, 0.033], [-0.006, -0.009, 0.040], [-0.055, -0.062, 0.182], [-0.150, 0.038, 0.006], [-0.036, 0.057, 0.177], [-0.176, 0.068, 0.014], [0.001, 0.029, 0.003], [0.052, -0.268, 0.007], [-0.014, -0.124, -0.015], [-0.156, -0.219, -0.074], [0.108, 0.116, 0.118], [-0.032, 0.005, -0.016], [-0.053, 0.150, 0.100], [0.043, 0.156, -0.093], [0.010, 0.128, 0.127], [0.112, 0.138, -0.059], [0.034, -0.011, 0.007], [0.062, 0.255, 0.152], [0.081, 0.112, -0.019], [0.238, 0.219, -0.023], [-0.012, -0.037, 0.001], [0.021, -0.006, -0.026], [0.018, -0.187, 0.002], [-0.118, -0.077, -0.121], [-0.026, -0.183, 0.067], [-0.150, -0.073, -0.090], [-0.011, -0.029, 0.003]]}

[2]
{"formula": "C3H6N2Si", "method": "ωB97M-V/def2-TZVPD", "homo_energy_ev": -7.947, "orbital_gap_ev": 8.7, "fmax_ev_per_a": 4.77, "total_charge": 0, "lumo_ev": 0.708, "elements": ["C", "C", "C", "N", "N", "Si", "H", "H", "H", "H", "H", "H"], "xyz": [[-0.553, -1.439, -1.351], [0.064, -1.060, -0.179], [-0.761, 0.739, -1.507], [-0.921, -0.380, -2.027], [-0.058, 0.168, 0.281], [0.679, 1.022, 1.694], [-0.590, -2.441, -1.786], [0.441, -1.708, 0.580], [-0.744, 1.728, -1.722], [0.130, 0.895, 3.103], [0.492, 2.380, 1.252], [1.821, 0.096, 1.662]], "atomic_forces_ev_per_a": [[1.565, -2.376, 0.892], [-0.957, -0.859, 2.231], [0.362, -3.826, 2.826], [-0.639, 3.341, -1.241], [-0.910, 2.406, -3.336], [-1.092, -2.198, -0.963], [0.037, 0.524, 0.322], [0.397, -1.185, -0.038], [-0.155, 2.662, -0.439], [-0.116, 0.017, -0.721], [0.606, 0.738, 0.025], [0.902, 0.756, 0.443]]}

[3]
{"formula": "C2H3NO2S2", "method": "ωB97M-V/def2-TZVPD", "homo_energy_ev": -9.070, "orbital_gap_ev": 9.1, "fmax_ev_per_a": 4.45, "total_charge": 0, "lumo_ev": 0.003, "elements": ["C", "C", "N", "O", "O", "S", "S", "H", "H", "H"], "xyz": [[-0.762, -1.582, 0.208], [-0.085, 0.934, -0.326], [-1.754, -1.043, 0.742], [-2.696, 0.434, -1.014], [0.935, 1.675, 0.343], [0.454, -0.777, -0.762], [-2.170, 0.519, 0.292], [-0.437, -2.698, 0.394], [1.218, 1.181, 1.210], [-0.239, 1.705, -1.086]], "atomic_forces_ev_per_a": [[2.022, -2.311, -0.009], [0.162, 0.932, 0.667], [-1.016, -0.144, 0.763], [-1.770, 0.021, -3.148], [-0.130, -2.437, 2.895], [-0.480, 1.243, 0.082], [3.825, 0.485, 2.231], [-1.075, 2.061, -0.298], [-0.721, 1.281, -2.371], [-0.816, -1.133, -0.811]]}

[4]
{"formula": "C40H32BrClIrN4O2PS2", "method": "ωB97M-V/def2-TZVPD", "homo_energy_ev": -7.815, "orbital_gap_ev": 7.7, "fmax_ev_per_a": 0.68, "total_charge": 0, "lumo_ev": -0.151, "elements": ["Ir", "S", "C", "C", "C", "C", "C", "N", "H", "H", "H", "H", "Br", "C", "C", "N", "C", "C", "C", "C", "O", "O", "H", "H", "H", "Cl", "C", "H", "H", "S", "C", "C", "C", "N", "C", "C", "C", "C", "C", "N", "C", "C", "H", "H", "H", "H", "H", "H", "H", "H", "C", "C", "C", "C", "C", "C", "P", "C", "C", "C", "C", "C", "C", "C", "C", "C", "C", "C", "C", "H", "H", "H", "H", "H", "H", "H", "H", "H", "H", "H", "H", "H", "H", "H"], "xyz": [[-0.075, -0.710, -0.200], [-1.779, 0.123, 1.404], [-1.382, -1.411, 2.093], [-1.870, -1.969, 3.279], [-1.444, -3.223, 3.653], [-0.519, -3.906, 2.861], [-0.060, -3.298, 1.716], [-0.487, -2.087, 1.337], [-2.576, -1.402, 3.868], [-1.818, -3.674, 4.563], [-0.157, -4.888, 3.127], [0.679, -3.762, 1.083], [2.912, 5.571, -2.422], [1.335, 4.652, -2.921], [0.545, 5.145, -3.948], [-0.571, 4.539, -4.341], [-0.931, 3.426, -3.709], [-0.201, 2.862, -2.670], [0.969, 3.490, -2.271], [-0.689, 1.595, -2.022], [-1.780, 1.132, -2.312], [0.150, 1.091, -1.180], [0.824, 6.053, -4.468], [-1.847, 2.946, -4.031], [1.577, 3.074, -1.481], [2.758, -2.502, -0.726], [1.680, -1.123, -1.254], [1.554, -1.254, -2.323], [2.309, -0.247, -1.103], [4.324, 2.132, 3.983], [3.145, 1.361, 2.900], [3.075, -0.018, 2.757], [2.137, -0.554, 1.899], [1.272, 0.201, 1.213], [1.314, 1.526, 1.378], [2.240, 2.143, 2.197], [5.773, 1.200, 3.523], [6.330, 1.334, 2.259], [7.459, 0.589, 1.956], [8.051, -0.238, 2.816], [7.515, -0.346, 4.027], [6.379, 0.345, 4.430], [3.751, -0.673, 3.290], [2.077, -1.621, 1.739], [0.580, 2.088, 0.822], [2.253, 3.221, 2.280], [5.893, 2.000, 1.527], [7.913, 0.666, 0.975], [8.012, -1.022, 4.713], [5.980, 0.220, 5.428], [0.288, -2.015, -6.155], [-0.738, -1.144, -5.823], [-1.222, -1.091, -4.525], [-0.693, -1.911, -3.528], [0.340, -2.782, -3.877], [0.826, -2.834, -5.176], [-1.345, -1.826, -1.799], [-1.510, -3.610, -1.334], [-2.744, -4.168, -1.002], [-2.853, -5.509, -0.657], [-1.736, -6.328, -0.656], [-0.499, -5.784, -0.970], [-0.389, -4.438, -1.283], [-3.102, -1.432, -2.101], [-3.790, -2.097, -3.119], [-5.139, -1.865, -3.327], [-5.822, -0.967, -2.517], [-5.147, -0.308, -1.502], [-3.792, -0.537, -1.297], [0.665, -2.055, -7.169], [-1.170, -0.497, -6.576], [-2.015, -0.398, -4.288], [0.791, -3.432, -3.146], [1.630, -3.518, -5.413], [-3.636, -3.558, -0.995], [-3.824, -5.913, -0.396], [-1.826, -7.377, -0.405], [0.391, -6.402, -0.955], [0.595, -4.030, -1.453], [-3.272, -2.811, -3.748], [-5.656, -2.386, -4.122], [-6.876, -0.782, -2.681], [-5.669, 0.397, -0.868], [-3.271, -0.010, -0.513]], "atomic_forces_ev_per_a": [[-0.180, 0.629, 0.171], [-0.097, -0.291, 0.100], [-0.003, 0.021, -0.023], [-0.033, 0.009, 0.005], [0.031, 0.013, -0.010], [-0.002, 0.001, 0.009], [0.085, -0.010, -0.028], [0.083, 0.050, -0.303], [-0.008, -0.016, 0.004], [-0.010, -0.003, -0.004], [-0.002, 0.003, 0.008], [0.049, -0.041, -0.134], [0.001, 0.007, -0.003], [-0.020, -0.013, -0.014], [0.015, 0.006, 0.004], [-0.003, 0.000, -0.008], [-0.029, 0.020, 0.036], [-0.036, 0.059, 0.014], [0.058, -0.006, 0.000], [-0.001, -0.076, 0.008], [0.098, -0.002, -0.176], [0.366, -0.228, -0.283], [-0.001, -0.001, 0.001], [-0.001, -0.004, 0.002], [-0.014, -0.026, 0.016], [-0.178, -0.142, -0.043], [-0.076, -0.070, 0.168], [0.016, -0.072, -0.033], [0.012, 0.013, -0.047], [-0.027, -0.052, -0.126], [0.084, 0.033, 0.060], [0.014, -0.026, -0.054], [0.023, 0.017, 0.012], [0.015, -0.092, -0.073], [-0.122, -0.021, 0.046], [-0.056, 0.037, 0.058], [-0.024, -0.010, 0.077], [0.001, -0.031, -0.026], [-0.023, 0.016, -0.006], [0.000, -0.015, 0.018], [0.022, 0.007, -0.016], [-0.002, 0.057, 0.036], [-0.003, -0.010, -0.013], [0.013, 0.024, 0.008], [0.032, 0.033, -0.019], [-0.002, 0.002, -0.018], [0.004, -0.002, -0.005], [-0.002, 0.000, 0.001], [-0.001, 0.003, 0.001], [-0.012, -0.017, -0.008], [-0.027, 0.008, 0.004], [0.015, 0.004, -0.029], [0.023, 0.134, 0.139], [0.094, 0.010, 0.090], [0.061, 0.024, -0.035], [-0.011, 0.004, 0.011], [-0.185, -0.122, 0.196], [0.008, 0.008, -0.068], [0.000, 0.049, 0.105], [0.000, 0.017, 0.001], [0.007, -0.002, -0.015], [0.027, -0.001, 0.054], [0.029, -0.007, 0.123], [-0.058, 0.033, 0.023], [0.031, -0.031, 0.046], [-0.006, -0.002, -0.015], [0.014, -0.007, -0.002], [0.000, -0.017, 0.003], [-0.069, 0.007, 0.024], [-0.001, 0.002, 0.001], [0.004, 0.003, 0.003], [-0.036, 0.060, 0.070], [0.009, 0.064, -0.088], [-0.001, -0.001, -0.005], [-0.006, 0.015, -0.018], [0.000, 0.005, 0.000], [0.005, 0.004, -0.001], [-0.011, 0.007, 0.003], [0.076, 0.006, 0.102], [0.016, -0.004, -0.016], [0.001, 0.001, -0.003], [-0.003, 0.000, 0.001], [-0.001, 0.000, -0.001], [-0.061, -0.052, -0.096]]}